Record 1
C29H27N3O5PdS2Te | ωB97M-V/def2-TZVPD

Summary:
- F_max: 1.40 eV/Å
- Energy relative to the best compared isomer or geometry (same formula, charge and spin): 65.5 kcal/mol
- E: -2853.94112 a.u.
- E_HOMO (spin up / spin down): -0.292 / -0.289 Ha
- Orbital gap (spin up / spin down): 6.240 / 6.273 eV

```
! wB97M-V def2-TZVPD RIJCOSX def2/J DEFGRID3
* xyz 0 1
Pd 0.08 0.83 0.21
N 2.92 -0.99 -1.08
C 3.27 -0.22 0.02
C 4.61 -0.14 0.40
C 4.94 0.57 1.53
C 3.94 1.17 2.29
C 2.65 1.07 1.82
N 2.32 0.43 0.69
C 1.63 -1.58 -1.22
C 1.37 -2.83 -0.70
C 0.10 -3.36 -0.85
C -0.85 -2.62 -1.52
C -0.49 -1.37 -2.00
N 0.73 -0.85 -1.85
H 3.67 -1.55 -1.45
H 5.37 -0.65 -0.18
H 5.98 0.65 1.84
H 4.16 1.70 3.21
H 1.82 1.50 2.37
H 2.14 -3.36 -0.14
H -0.15 -4.32 -0.43
H -1.86 -2.98 -1.65
H -1.21 -0.76 -2.53
C -3.00 1.72 -1.25
S -2.18 2.03 0.33
O -1.76 3.46 0.31
C -3.70 2.05 1.33
C -4.30 3.30 1.36
C -5.52 3.45 2.01
C -6.12 2.36 2.63
C -5.49 1.12 2.61
C -4.28 0.95 1.96
H -3.45 2.67 -1.55
H -3.74 0.93 -1.10
H -2.25 1.39 -1.96
H -3.81 4.14 0.89
H -6.00 4.42 2.03
H -7.08 2.48 3.12
H -5.95 0.27 3.10
H -3.79 -0.01 1.95
O -1.87 -1.24 3.01
S -1.29 -0.48 1.94
O -1.04 0.97 2.34
O -2.15 -0.48 0.71
O 0.06 -1.00 1.52
Te 0.83 2.38 -1.71
C -0.36 4.04 -2.30
C -1.24 3.82 -3.35
C -2.11 4.82 -3.75
C -2.08 6.06 -3.11
C -1.17 6.28 -2.08
C -0.31 5.27 -1.67
C 2.03 3.56 -0.43
C 1.60 3.83 0.86
C 2.36 4.67 1.67
C 3.54 5.22 1.19
C 3.97 4.93 -0.10
C 3.21 4.10 -0.91
H -1.26 2.86 -3.86
H -2.80 4.64 -4.56
H -2.77 6.84 -3.41
H -1.14 7.24 -1.59
H 0.37 5.45 -0.85
H 0.67 3.43 1.23
H 2.02 4.89 2.68
H 4.13 5.87 1.83
H 4.90 5.35 -0.47
H 3.54 3.88 -1.92
*
```

Record 2
C29H28BBrCoF4N5OS | ωB97M-V/def2-TZVPD

Summary:
- F_max: 0.65 eV/Å
- Energy relative to the best compared isomer or geometry (same formula, charge and spin): 0.0 kcal/mol
- E: -6250.57945 a.u.
- E_HOMO (spin up / spin down): -0.168 / -0.184 Ha
- Orbital gap (spin up / spin down): 7.106 / 7.539 eV

```
! wB97M-V def2-TZVPD RIJCOSX def2/J DEFGRID3
* xyz -1 4
Co 0.95 -0.53 -0.61
N 1.42 -3.59 2.67
C 1.15 -2.81 1.57
S 2.44 -1.89 0.92
N -0.12 -2.85 1.20
N -0.38 -2.08 0.12
C -1.60 -1.90 -0.25
C -2.79 -2.36 0.51
C -2.97 -3.68 0.90
C -4.09 -4.05 1.62
C -5.04 -3.10 1.97
C -4.86 -1.78 1.59
C -3.75 -1.41 0.86
C -1.79 -1.09 -1.47
C -2.98 -1.09 -2.20
C -3.05 -0.32 -3.35
C -1.96 0.42 -3.75
C -0.81 0.36 -2.98
N -0.73 -0.38 -1.88
H 2.39 -3.80 2.82
H 0.75 -4.33 2.84
H -2.21 -4.41 0.64
H -4.22 -5.09 1.91
H -5.91 -3.39 2.54
H -5.59 -1.03 1.87
H -3.60 -0.37 0.57
H -3.82 -1.68 -1.86
H -3.97 -0.30 -3.92
H -1.98 1.06 -4.62
H 0.07 0.95 -3.21
Br 1.88 -2.15 -2.96
C 2.86 -0.63 -3.59
C 3.35 -0.71 -4.86
C 4.16 0.33 -5.35
C 4.48 1.38 -4.54
C 3.98 1.46 -3.22
C 4.34 2.54 -2.38
C 3.84 2.62 -1.11
C 2.93 1.64 -0.65
C 2.52 0.56 -1.40
C 3.10 0.46 -2.71
H 3.13 -1.57 -5.47
H 4.54 0.28 -6.36
H 5.13 2.17 -4.89
H 5.01 3.30 -2.77
H 4.12 3.44 -0.47
H 2.52 1.77 0.35
O 0.21 0.50 1.08
C -0.53 0.80 2.01
C -0.82 -0.14 3.13
C 0.45 0.02 4.00
C 0.88 1.46 4.34
C 1.45 2.31 3.18
C 0.37 2.96 2.27
N -0.82 2.11 2.27
H -0.92 -1.17 2.79
H -1.72 0.16 3.68
H 1.27 -0.47 3.47
H 0.30 -0.53 4.94
H 1.66 1.38 5.10
H 0.05 2.00 4.82
H 2.09 1.68 2.57
H 2.08 3.10 3.59
H 0.71 3.08 1.25
H 0.07 3.94 2.64
H -1.40 2.22 3.08
F -0.29 2.44 -1.01
B -1.64 2.85 -0.97
F -2.06 3.20 -2.27
F -1.78 3.95 -0.11
F -2.44 1.77 -0.50
*
```

Record 3
C29H28Br2ClF32NO6 | ωB97M-V/def2-TZVPD

Summary:
- F_max: 1.05 eV/Å
- SMILES string: C[C@H](Cl)C[C@H]1C[C@](Br)(CC(=O)Br)NC1=O.FC(F)C(F)(F)COC(F)(F)C(F)F.FC(F)C(F)(F)COC(F)(F)C(F)F.FC(F)C(F)(F)COC(F)(F)C(F)F.FC(F)C(F)(F)COC(F)(F)C(F)F
- E: -10432.04012 a.u.
- E_HOMO: -0.388 Ha
- Orbital gap: 10.302 eV

```
! wB97M-V def2-TZVPD RIJCOSX def2/J DEFGRID3
* xyz 0 1
C 2.68 -8.43 -1.11
C 3.18 -7.05 -1.49
Cl 4.86 -6.85 -0.89
C 2.39 -5.84 -0.97
C 0.87 -5.92 -1.02
C 0.19 -6.71 0.12
C -1.20 -6.05 0.27
Br -1.57 -5.89 2.24
C -2.41 -6.82 -0.24
C -2.45 -7.32 -1.67
O -2.70 -8.42 -1.99
Br -2.15 -5.98 -3.07
N -1.06 -4.71 -0.25
C 0.27 -4.56 -0.75
O 0.81 -3.50 -0.84
H 3.33 -9.19 -1.55
H 1.67 -8.61 -1.50
H 2.71 -8.57 -0.03
H 3.28 -6.97 -2.58
H 2.68 -4.99 -1.59
H 2.72 -5.59 0.05
H 0.51 -6.27 -1.99
H 0.10 -7.78 -0.02
H 0.75 -6.51 1.03
H -3.30 -6.20 -0.11
H -2.54 -7.72 0.37
H -1.75 -4.47 -0.96
F -1.41 1.19 2.27
C -1.08 0.83 1.02
F -1.73 1.66 0.16
C -1.52 -0.61 0.74
F -2.87 -0.69 0.74
F -1.09 -0.85 -0.54
C -0.91 -1.72 1.60
O -1.68 -2.19 2.68
C -1.65 -1.63 3.91
F -0.68 -0.71 4.04
F -1.39 -2.62 4.81
C -3.01 -1.06 4.33
F -3.44 -0.15 3.43
F -2.87 -0.44 5.52
H -0.01 0.94 0.87
H -0.85 -2.57 0.93
H 0.11 -1.47 1.89
H -3.74 -1.86 4.42
F 3.34 4.91 2.21
C 2.63 4.11 3.04
F 3.44 3.13 3.48
C 1.45 3.48 2.30
F 1.89 2.62 1.36
F 0.79 2.76 3.25
C 0.38 4.41 1.70
O 0.48 4.70 0.32
C 1.23 5.72 -0.17
F 1.69 6.53 0.79
F 0.41 6.47 -0.96
C 2.36 5.24 -1.09
F 3.15 4.37 -0.44
F 3.10 6.31 -1.46
H 2.28 4.70 3.89
H -0.54 3.84 1.78
H 0.26 5.31 2.29
H 1.94 4.76 -1.98
F -6.14 6.25 0.83
C -6.66 7.47 0.59
F -7.51 7.38 -0.45
C -5.55 8.47 0.24
F -5.00 8.15 -0.94
F -6.21 9.66 0.09
C -4.47 8.74 1.29
O -3.25 8.05 1.15
C -3.04 6.81 1.68
F -4.02 6.42 2.50
F -1.90 6.88 2.43
C -2.74 5.76 0.61
F -3.75 5.69 -0.29
F -2.63 4.56 1.22
H -7.22 7.81 1.47
H -4.20 9.78 1.14
H -4.88 8.65 2.30
H -1.81 5.99 0.09
F 4.03 0.59 -3.20
C 4.06 0.37 -4.53
F 3.24 1.26 -5.13
C 3.57 -1.04 -4.86
F 2.26 -1.16 -4.57
F 3.72 -1.14 -6.22
C 4.35 -2.23 -4.28
O 3.85 -2.83 -3.11
C 4.17 -2.40 -1.86
F 5.15 -1.49 -1.87
F 4.63 -3.48 -1.18
C 2.94 -1.91 -1.08
F 2.32 -0.92 -1.75
F 3.37 -1.41 0.11
H 5.08 0.52 -4.90
H 4.26 -3.00 -5.04
H 5.41 -1.99 -4.19
H 2.24 -2.73 -0.90
*
```

Record 4
C29H28N2O6 | ωB97M-V/def2-TZVPD

Summary:
- F_max: 2.14 eV/Å
- E: -1682.67850 a.u.
- E_HOMO: -0.242 Ha
- Orbital gap: 4.422 eV

```
! wB97M-V def2-TZVPD RIJCOSX def2/J DEFGRID3
* xyz 0 1
C 4.70 -1.01 1.22
N 3.32 -1.45 1.09
C 2.30 -0.65 0.72
C 1.07 -1.35 0.85
C -0.20 -0.79 0.75
C -1.42 -1.53 0.81
C -1.65 -2.74 0.10
C -2.80 -3.49 0.33
C -3.74 -3.06 1.28
C -3.58 -1.82 1.91
C -2.46 -1.05 1.64
C 1.42 -2.69 1.33
C 0.71 -3.75 1.87
C 1.40 -4.89 2.33
C 2.80 -4.92 2.35
C 3.54 -3.80 1.94
C 2.83 -2.72 1.43
H 5.35 -1.89 1.23
H 4.95 -0.36 0.38
H 4.86 -0.45 2.15
H 2.47 0.38 0.42
H -0.26 0.28 0.87
H -0.89 -3.08 -0.61
H -2.97 -4.41 -0.22
H -4.60 -3.68 1.52
H -4.32 -1.45 2.63
H -2.31 -0.07 2.12
H -0.37 -3.70 1.93
H 0.84 -5.75 2.68
H 3.32 -5.81 2.71
H 4.62 -3.74 2.01
C 3.63 3.18 -2.18
C 2.56 2.27 -2.72
O 1.50 2.29 -1.71
C 0.56 1.33 -1.82
C -0.68 1.57 -1.05
C -0.69 2.36 0.20
O -1.66 2.42 0.96
O 0.47 2.95 0.53
C 0.47 3.46 1.90
C 1.73 4.28 2.01
C -1.91 1.19 -1.65
C -3.11 1.02 -0.88
C -4.36 0.99 -1.47
C -4.48 1.10 -2.86
N -5.77 1.33 -3.44
O -5.86 1.51 -4.67
O -6.76 1.35 -2.67
C -3.32 1.13 -3.67
C -2.06 1.10 -3.08
O 0.71 0.32 -2.52
H 4.38 3.39 -2.95
H 3.20 4.13 -1.85
H 4.14 2.71 -1.33
H 2.15 2.66 -3.66
H 2.92 1.24 -2.85
H -0.43 4.06 2.09
H 0.49 2.59 2.58
H 1.83 4.69 3.02
H 2.60 3.66 1.78
H 1.69 5.12 1.31
H -3.02 0.92 0.20
H -5.26 0.93 -0.86
H -3.43 1.19 -4.75
H -1.17 1.04 -3.70
*
```

Record 5
C29H28N2S3SbV | ωB97M-V/def2-TZVPD

Summary:
- F_max: 0.29 eV/Å
- Energy relative to the best compared isomer or geometry (same formula, charge and spin): 0.0 kcal/mol
- E: -3610.25716 a.u.
- E_HOMO (spin up / spin down): -0.296 / -0.296 Ha
- Orbital gap (spin up / spin down): 8.126 / 8.127 eV

```
! wB97M-V def2-TZVPD RIJCOSX def2/J DEFGRID3
* xyz 0 1
V 0.47 0.71 -0.41
S 0.86 -0.61 1.72
C 2.26 -0.83 0.77
N 2.16 -0.51 -0.51
C 3.35 -0.64 -1.20
C 3.56 -0.36 -2.54
C 4.83 -0.56 -3.06
C 5.87 -1.04 -2.27
C 5.67 -1.32 -0.93
C 4.40 -1.11 -0.40
S 3.85 -1.34 1.25
H 2.75 0.03 -3.13
H 5.01 -0.34 -4.11
H 6.85 -1.19 -2.70
H 6.48 -1.68 -0.31
C -1.88 -1.63 -2.48
C -1.67 -0.12 -2.37
C -3.00 0.58 -2.05
C -1.08 0.44 -3.66
N -0.76 0.13 -1.28
H -2.57 -1.86 -3.29
H -2.28 -2.03 -1.55
H -0.92 -2.12 -2.68
H -3.73 0.40 -2.84
H -2.84 1.65 -1.95
H -3.40 0.19 -1.11
H -1.77 0.29 -4.50
H -0.14 -0.06 -3.89
H -0.89 1.51 -3.55
S 1.23 2.38 -1.34
Sb -0.78 2.27 1.29
C 0.47 3.21 2.71
C 1.84 3.29 2.44
C 2.69 3.91 3.35
C 2.18 4.45 4.52
C 0.82 4.37 4.79
C -0.03 3.75 3.89
C -1.97 3.85 0.53
C -2.78 4.61 1.37
C -3.56 5.63 0.83
C -3.53 5.89 -0.53
C -2.72 5.13 -1.36
C -1.94 4.11 -0.83
C -2.21 1.37 2.58
C -1.83 0.77 3.77
C -2.79 0.14 4.56
C -4.12 0.11 4.16
C -4.50 0.71 2.97
C -3.55 1.34 2.17
H 2.24 2.88 1.52
H 3.75 3.97 3.14
H 2.84 4.93 5.23
H 0.42 4.78 5.71
H -1.09 3.67 4.12
H -2.83 4.41 2.43
H -4.19 6.23 1.48
H -4.13 6.69 -0.94
H -2.69 5.33 -2.43
H -1.29 3.53 -1.48
H -0.80 0.78 4.08
H -2.48 -0.33 5.49
H -4.85 -0.38 4.78
H -5.53 0.69 2.65
H -3.86 1.81 1.25
*
```

Record 6
C29H28N3O3PdSi | ωB97M-V/def2-TZVPD

Summary:
- F_max: 1.12 eV/Å
- Energy relative to the best compared isomer or geometry (same formula, charge and spin): 0.0 kcal/mol
- E: -1928.98687 a.u.
- E_HOMO (spin up / spin down): -0.392 / -0.407 Ha
- Orbital gap (spin up / spin down): 7.740 / 5.999 eV

```
! wB97M-V def2-TZVPD RIJCOSX def2/J DEFGRID3
* xyz 1 5
Pd 0.29 0.48 0.31
O 1.74 0.45 -1.25
C 1.83 1.39 -2.10
C 3.09 1.60 -2.74
C 3.25 2.56 -3.68
C 2.16 3.40 -4.08
C 0.96 3.27 -3.49
C 0.72 2.27 -2.48
C -0.57 2.27 -1.93
N -1.00 1.40 -1.03
N -2.26 1.49 -0.67
C -2.52 0.81 0.51
O -1.63 0.36 1.28
C -3.93 0.67 0.88
C -4.30 -0.24 1.87
C -5.62 -0.33 2.26
C -6.58 0.48 1.68
C -6.22 1.38 0.68
C -4.90 1.47 0.27
H 3.91 0.96 -2.44
H 4.22 2.71 -4.14
H 2.30 4.14 -4.85
H 0.13 3.91 -3.78
H -1.28 3.04 -2.24
H -3.53 -0.86 2.32
H -5.91 -1.04 3.03
H -7.61 0.42 1.99
H -6.97 2.02 0.23
H -4.60 2.17 -0.50
C 1.23 0.80 4.57
Si 1.85 1.04 2.85
C 1.01 2.52 2.10
C 3.67 1.29 2.74
N 1.40 -0.36 1.87
C 1.76 -1.63 1.87
C 2.67 -2.22 2.80
C 3.03 -3.53 2.70
C 2.49 -4.33 1.67
C 1.57 -3.82 0.76
C 1.18 -2.51 0.87
O 0.23 -1.93 0.08
C -0.45 -2.70 -0.88
C -1.54 -3.45 -0.48
C -2.23 -4.18 -1.44
C -1.84 -4.14 -2.77
C -0.75 -3.36 -3.15
C -0.04 -2.63 -2.20
H 1.47 1.67 5.19
H 1.67 -0.08 5.04
H 0.14 0.68 4.57
H 1.29 3.38 2.72
H -0.08 2.46 2.12
H 1.35 2.76 1.08
H 3.95 2.23 3.23
H 3.99 1.34 1.69
H 4.24 0.48 3.22
H 3.09 -1.59 3.58
H 3.73 -3.96 3.40
H 2.80 -5.36 1.58
H 1.15 -4.45 -0.02
H -1.83 -3.46 0.57
H -3.09 -4.77 -1.14
H -2.38 -4.71 -3.51
H -0.44 -3.33 -4.19
H 0.81 -2.02 -2.46
*
```

> Look up the F_max of the third one.

1.05 eV/Å

What did the sixth record say?
C29H28N3O3PdSi | ωB97M-V/def2-TZVPD

Summary:
- F_max: 1.12 eV/Å
- Energy relative to the best compared isomer or geometry (same formula, charge and spin): 0.0 kcal/mol
- E: -1928.98687 a.u.
- E_HOMO (spin up / spin down): -0.392 / -0.407 Ha
- Orbital gap (spin up / spin down): 7.740 / 5.999 eV

```
! wB97M-V def2-TZVPD RIJCOSX def2/J DEFGRID3
* xyz 1 5
Pd 0.29 0.48 0.31
O 1.74 0.45 -1.25
C 1.83 1.39 -2.10
C 3.09 1.60 -2.74
C 3.25 2.56 -3.68
C 2.16 3.40 -4.08
C 0.96 3.27 -3.49
C 0.72 2.27 -2.48
C -0.57 2.27 -1.93
N -1.00 1.40 -1.03
N -2.26 1.49 -0.67
C -2.52 0.81 0.51
O -1.63 0.36 1.28
C -3.93 0.67 0.88
C -4.30 -0.24 1.87
C -5.62 -0.33 2.26
C -6.58 0.48 1.68
C -6.22 1.38 0.68
C -4.90 1.47 0.27
H 3.91 0.96 -2.44
H 4.22 2.71 -4.14
H 2.30 4.14 -4.85
H 0.13 3.91 -3.78
H -1.28 3.04 -2.24
H -3.53 -0.86 2.32
H -5.91 -1.04 3.03
H -7.61 0.42 1.99
H -6.97 2.02 0.23
H -4.60 2.17 -0.50
C 1.23 0.80 4.57
Si 1.85 1.04 2.85
C 1.01 2.52 2.10
C 3.67 1.29 2.74
N 1.40 -0.36 1.87
C 1.76 -1.63 1.87
C 2.67 -2.22 2.80
C 3.03 -3.53 2.70
C 2.49 -4.33 1.67
C 1.57 -3.82 0.76
C 1.18 -2.51 0.87
O 0.23 -1.93 0.08
C -0.45 -2.70 -0.88
C -1.54 -3.45 -0.48
C -2.23 -4.18 -1.44
C -1.84 -4.14 -2.77
C -0.75 -3.36 -3.15
C -0.04 -2.63 -2.20
H 1.47 1.67 5.19
H 1.67 -0.08 5.04
H 0.14 0.68 4.57
H 1.29 3.38 2.72
H -0.08 2.46 2.12
H 1.35 2.76 1.08
H 3.95 2.23 3.23
H 3.99 1.34 1.69
H 4.24 0.48 3.22
H 3.09 -1.59 3.58
H 3.73 -3.96 3.40
H 2.80 -5.36 1.58
H 1.15 -4.45 -0.02
H -1.83 -3.46 0.57
H -3.09 -4.77 -1.14
H -2.38 -4.71 -3.51
H -0.44 -3.33 -4.19
H 0.81 -2.02 -2.46
*
```

> Among the records above, which one has the lowest E?

C29H28Br2ClF32NO6

> What is the F_max in the second record?

0.65 eV/Å